This record from OMol25 describes one molecule with the formula C4H7NO2. The level of theory is ωB97M-V/def2-TZVPD.

Last column: Löwdin charge in e.
Cartesian coordinates (Å):
C -0.24442 -0.25212 1.50128  -0.0294
C -0.05643 -0.19571 0.05491  -0.3605
C 1.42468 -0.20864 -0.30435  -0.5065
N 1.76925 -0.84197 -1.44964  0.1709
O 2.17134 0.24633 0.53916  0.0710
C -0.87915 1.01687 -0.66369  -0.0527
O -1.16206 -0.36029 -0.82729  -0.0463
H -0.02659 0.74846 1.88239  0.0982
H 0.52701 -0.83133 1.87756  0.0592
H -1.29296 -0.56579 1.73893  0.1215
H 1.03232 -0.78880 -2.22057  0.1448
H 2.71637 -0.86199 -1.79169  0.1059
H -1.68172 1.50783 -0.01345  0.1315
H -0.52204 1.65991 -1.43372  0.0924

Values from the calculation:
Highest occupied orbital energy: -9.836 eV
E: -9844.878 eV
HOMO-LUMO gap: 10.67 eV
Largest force on an atom: 5.15 eV/Å

---

This record from OMol25 describes one molecule with the formula C4H10N2O3. The level of theory is ωB97M-V/def2-TZVPD.

Last column: Löwdin charge in e.
Cartesian coordinates (Å):
C 0.45811 -1.37130 1.01402  0.0074
C -0.49431 -0.25955 0.25887  -0.5385
N -1.69273 -0.07973 1.00564  0.0940
N -0.81227 -0.82948 -1.09133  0.0678
C 0.37348 0.94687 0.13062  -0.2613
O -0.49481 2.06328 -0.15634  -0.0003
C 1.51789 0.90040 -0.84719  -0.4376
O 2.66815 1.18162 -0.59143  0.1176
O 1.20386 0.35854 -2.08782  0.0495
H -0.02590 -2.35414 1.10145  0.0799
H 1.36099 -1.64156 0.42350  0.0897
H 0.87507 -0.90863 1.87197  0.0634
H -1.82444 -0.90137 1.61084  0.0936
H -1.88127 0.81021 1.40950  0.0742
H -1.18294 -1.70587 -1.06202  0.0501
H -1.31661 -0.05115 -1.64303  0.1524
H 0.87278 1.22031 1.02669  0.1423
H -0.02284 2.87842 -0.30852  0.1008
H 0.41780 -0.25689 -2.06542  0.0549

Values from the calculation:
Highest occupied orbital energy: -9.517 eV
E: -13432.207 eV
HOMO-LUMO gap: 10.12 eV
Largest force on an atom: 5.56 eV/Å

---

This record from OMol25 describes C8H26N12O12Pb as an isolated structure. The level of theory is ωB97M-V/def2-TZVPD.

Last column: Löwdin charge in e.
Cartesian coordinates (Å):
Pb 7.91471 -20.74331 24.58930  1.4230
O 2.84356 -22.78080 27.44572  0.0880
C 3.96684 -23.41894 27.52029  -0.9454
O 4.98799 -22.70805 27.38110  -0.0506
O 3.96481 -24.63256 27.71901  -0.0033
H 2.29948 -23.55175 27.62236  0.0994
O 11.53565 -25.09849 23.66840  0.0940
C 10.57642 -25.60303 24.41269  -0.8666
O 9.54280 -24.93227 24.60242  0.0079
O 10.63911 -26.74211 24.93647  0.0057
H 12.26874 -25.69873 23.82294  0.1064
C 10.10303 -15.48720 22.48052  -0.8138
O 9.81380 -16.63715 22.68210  0.0486
N 10.69429 -14.70018 23.30239  0.1515
N 9.82058 -14.73859 21.44593  0.1474
H 11.01282 -13.79691 22.98186  0.1162
H 10.80988 -15.12177 24.21289  0.1267
H 10.07616 -13.76695 21.34256  0.1095
H 9.24654 -15.14085 20.71877  0.1189
C 3.56935 -22.92318 22.02078  -0.7825
O 4.58986 -22.36012 22.30957  0.0128
N 3.34252 -24.02381 22.66584  0.1701
N 2.55760 -22.38385 21.32349  0.1577
H 4.16974 -24.16921 23.22678  0.1304
H 2.63287 -24.70110 22.42547  0.1161
H 1.71370 -22.93384 21.24976  0.0973
H 2.47317 -21.39820 21.11986  0.1090
C 7.45718 -16.49842 28.72340  -0.7613
O 7.65445 -17.41550 27.94100  0.0192
N 8.06280 -16.31240 29.82998  0.1568
N 6.57676 -15.48923 28.44664  0.1439
H 8.83610 -16.89466 30.11818  0.1257
H 8.32005 -15.35658 30.03087  0.1148
H 6.03307 -15.61857 27.60535  0.1081
H 6.36702 -14.88151 29.22561  0.0984
C 9.43788 -21.89527 19.18018  -0.8118
O 9.22177 -21.46401 20.27427  0.0459
N 8.97157 -21.40531 18.08302  0.1515
N 10.28180 -22.83501 18.82040  0.1534
H 9.51115 -21.74854 17.30127  0.1065
H 8.38301 -20.59326 18.20246  0.1290
H 10.73856 -23.35544 19.55567  0.1268
H 10.36758 -23.01866 17.83094  0.1050
C 13.02444 -20.24038 25.24719  -0.7715
O 12.08763 -20.78400 25.86197  -0.0102
N 13.69130 -20.89352 24.31505  0.1543
N 13.51355 -19.06484 25.42398  0.1661
H 14.54929 -20.65785 23.83713  0.1133
H 13.27556 -21.81348 24.28451  0.1178
H 14.22181 -18.70719 24.79904  0.1167
H 13.06453 -18.47559 26.11047  0.1231
C 3.19073 -17.60223 24.88140  -0.7076
O 4.30559 -18.06408 24.54009  -0.0306
N 2.42346 -18.16323 25.83446  0.1580
N 2.66489 -16.49214 24.42340  0.1496
H 2.41375 -19.11225 26.17998  0.1272
H 1.73259 -17.47941 26.10862  0.0894
H 2.80053 -16.01126 23.54564  0.1228
H 1.81863 -16.25755 24.92231  0.0954

Values from the calculation:
Highest occupied orbital energy: -6.521 eV
E: -56411.891 eV
HOMO-LUMO gap: 2.96 eV
Largest force on an atom: 6.70 eV/Å

---

This record from OMol25 describes a 2-piece molecular cluster, C2H2O2S overall. The level of theory is ωB97M-V/def2-TZVPD.

Last column: Löwdin charge in e.
Cartesian coordinates (Å):
C -1.21924 1.00323 0.79001  -0.4230
C -0.59474 -1.98099 0.27050  -0.4844
O -2.22988 1.39471 0.35912  0.1153
O -0.22726 1.55842 1.36346  0.0721
S 0.14694 -1.51113 -1.07009  0.6100
H -0.06198 2.57288 1.45316  0.1835
H 1.24821 -2.47600 -1.10737  -0.0734

Values from the calculation:
Highest occupied orbital energy (alpha / beta): -8.628 / -8.586 eV
E: -17030.169 eV
HOMO-LUMO gap (alpha / beta): 8.20 / 7.84 eV
Largest force on an atom: 3.68 eV/Å

---

This record from OMol25 describes C29H66BFN4O8Ta as an isolated structure. The level of theory is ωB97M-V/def2-TZVPD.

Last column: Löwdin charge in e.
Cartesian coordinates (Å):
C 7.20944 3.35243 0.87337  -0.1131
C 6.65742 2.20971 -0.08534  -0.2461
C 6.26110 2.78145 -1.48837  -0.1820
C 4.89085 2.19429 -2.02632  -0.3572
O 4.19464 3.12003 -2.87172  -0.4226
Ta 2.64828 4.18722 -1.89076  1.9081
C 4.11386 5.60796 -0.79698  -0.3215
C 1.08228 2.71897 -2.82975  -0.3185
C 0.70128 1.67306 -1.69688  -0.3061
C -0.74110 1.08440 -1.81923  -0.3442
C -0.83058 -0.12542 -0.78267  -0.0815
C -1.81838 2.18687 -1.51710  -0.1598
C -1.82127 2.65249 -0.02221  -0.1733
C -2.68377 3.91408 0.27786  -0.0926
C -2.37978 5.21703 -0.13241  -0.2881
C -2.32859 5.65149 -1.63570  -0.0539
C -2.12153 6.29179 0.97695  -0.0689
O 0.97655 5.13565 -0.92059  -0.1821
B 1.14402 5.21753 0.48078  -0.9307
O 1.22204 4.13050 1.39499  0.0645
O 1.19170 6.54393 1.04115  0.0789
C 2.48443 5.53669 -3.76198  -0.4672
C 2.72388 7.06516 -3.52996  -0.1492
F 1.23048 5.41139 -4.43887  -0.1667
H 8.32477 3.33351 0.90723  0.0617
H 6.85458 4.35495 0.55309  0.0559
H 6.85706 3.17306 1.91513  0.0615
H 5.83696 1.67850 0.44035  0.0765
H 7.50218 1.48164 -0.16970  0.0922
H 6.26286 3.88848 -1.51376  0.0763
H 7.05865 2.45635 -2.20212  0.1030
H 4.27790 1.74987 -1.21631  0.0415
H 5.19350 1.33402 -2.68573  0.1074
H 2.75543 3.07299 -0.39073  -0.0489
H 4.32286 5.28178 0.25308  -0.0136
H 5.03347 5.71395 -1.41285  -0.0225
H 3.57749 6.58831 -0.68896  -0.0137
H 1.49464 2.22080 -3.73698  0.0354
H 0.19703 3.32232 -3.15813  0.0230
H 1.50830 0.90712 -1.68567  0.0924
H 0.74394 2.21987 -0.72913  0.0450
H -0.90034 0.61684 -2.82056  0.1266
H 0.07616 -0.06891 -0.13430  0.0686
H -0.84815 -1.11486 -1.28377  0.0617
H -1.70961 -0.06105 -0.11513  0.0438
H -2.82945 1.78494 -1.76427  0.1159
H -1.64278 3.05865 -2.18963  0.0807
H -0.81686 2.83120 0.40730  0.0887
H -2.27137 1.82043 0.57223  0.0969
H -3.59932 3.79531 0.90084  0.0908
H -1.49040 5.15993 -2.18379  0.0633
H -2.22334 6.75765 -1.69878  0.0715
H -3.32076 5.40108 -2.06188  0.0739
H -1.48486 5.90017 1.78923  0.0615
H -1.72721 7.23932 0.54941  0.0784
H -3.11675 6.53914 1.43231  0.0748
H 0.41739 4.05899 1.91365  0.0805
H 1.90270 6.49258 1.68891  0.0813
H 3.27111 5.20328 -4.49186  0.0757
H 2.88313 7.52841 -4.54233  0.0600
H 3.62698 7.30853 -2.93904  0.0446
H 1.80480 7.55916 -3.13655  0.0708
C -2.36424 -3.13986 0.14453  -0.3538
O -2.99358 -2.10330 0.14690  0.0065
N -2.81333 -4.32280 -0.34132  -0.1939
C -2.00389 -5.52718 -0.31243  -0.0588
C -4.14596 -4.38267 -0.90686  -0.0428
H -1.34185 -3.20057 0.55126  0.1362
H -1.85726 -5.88505 -1.33439  0.0930
H -2.52038 -6.29283 0.26968  0.0522
H -1.03147 -5.32962 0.13870  0.0862
H -4.21589 -3.68446 -1.74327  0.0945
H -4.87162 -4.08823 -0.14503  0.0699
H -4.36712 -5.39097 -1.25285  0.0885
C -2.12427 -8.94230 1.99509  -0.3412
O -2.68330 -8.43595 1.04391  0.0069
N -1.80746 -8.29847 3.14384  -0.1977
C -1.13854 -8.96838 4.24041  -0.0610
C -2.14987 -6.89351 3.27787  -0.0336
H -1.82162 -10.00144 1.99612  0.1316
H -1.76860 -8.92100 5.13176  0.0886
H -0.18777 -8.47000 4.44266  0.0907
H -0.94725 -10.01231 3.99570  0.0821
H -3.22991 -6.77132 3.17265  0.0934
H -1.65793 -6.32269 2.48889  0.0803
H -1.83344 -6.51928 4.24944  0.0889
C 4.48589 -3.33241 0.99267  -0.3666
O 3.65660 -4.03948 0.45549  0.0011
N 4.56726 -1.98845 0.86264  -0.1965
C 5.58744 -1.21370 1.53863  -0.0599
C 3.60199 -1.30187 0.01968  -0.0288
H 5.26475 -3.74861 1.65307  0.1255
H 5.11046 -0.48535 2.19892  0.0934
H 6.19205 -0.68719 0.79744  0.0762
H 6.23442 -1.86076 2.13079  0.0797
H 2.59541 -1.49016 0.39708  0.0906
H 3.67272 -1.68988 -0.99792  0.0980
H 3.79596 -0.22992 0.01662  0.0739
C -9.51131 -5.37247 1.34426  -0.3597
O -9.92874 -6.48534 1.09944  0.0096
N -8.20665 -5.05123 1.51489  -0.2018
C -7.77885 -3.69671 1.80645  -0.0550
C -7.20764 -6.09786 1.40156  -0.0436
H -10.18591 -4.50767 1.45044  0.1292
H -7.10538 -3.35151 1.01885  0.0830
H -7.25260 -3.68143 2.76370  0.0901
H -8.63455 -3.02515 1.86102  0.0828
H -7.26550 -6.54305 0.40673  0.0944
H -7.40981 -6.87312 2.14315  0.0915
H -6.21141 -5.68949 1.56210  0.0767

Values from the calculation:
Highest occupied orbital energy: -4.364 eV
Charge: -1
E: -58428.610 eV
HOMO-LUMO gap: 5.98 eV
Largest force on an atom: 3.45 eV/Å

---

This record from OMol25 describes an isolated ion of composition C2H3N4O3S and charge -1. The level of theory is ωB97M-V/def2-TZVPD.

Last column: Löwdin charge in e.
Cartesian coordinates (Å):
C -1.48703 0.84558 -0.25243  -0.0495
C -0.57584 -0.16479 -0.70949  -0.5352
N -0.78600 -0.72533 -1.89520  0.0330
N 0.23211 -1.59300 -1.97859  -0.1188
N 0.87704 -1.65580 -0.93071  -0.0686
N 0.37560 -0.78667 -0.08681  -0.0573
S 1.49665 0.08952 1.50130  0.5493
O 0.63127 -0.32729 2.59511  -0.3411
O 2.78296 -0.52509 1.37329  -0.3126
O 1.34339 1.44757 0.99180  -0.3374
H -2.47909 0.53155 -0.52071  0.0671
H -1.11206 1.04591 0.75893  0.0623
H -1.29901 1.81784 -0.84650  0.1087

Values from the calculation:
Highest occupied orbital energy: -6.125 eV
Charge: -1
E: -25061.139 eV
HOMO-LUMO gap: 9.81 eV
Largest force on an atom: 4.15 eV/Å